85
Properties=species:S:1:pos:R:3 method="wB97M-V/def2-TZVPD" orbital_gap_ev=8.590 multiplicity=1 e_tot_ha=-2648.42986 homo_energy_ev=-9.1 smiles="O=NOc1cccc2c1C(=O)C=CC2=O.C[C@@H]1COC(=O)O1.C[C@@H]1COC(=O)O1.C[C@@H]1COC(=O)O1.C[C@@H]1COC(=O)O1.C[C@@H]1COC(=O)O1"
O -1.566 -2.471 3.018
N -0.900 -1.898 2.277
O -1.662 -1.399 1.107
C -2.254 -0.173 1.397
C -1.430 0.946 1.449
C -1.954 2.183 1.735
C -3.315 2.310 1.981
C -4.134 1.195 1.890
C -3.626 -0.066 1.592
C -4.593 -1.190 1.470
O -4.352 -2.343 1.713
C -5.951 -0.796 1.036
C -6.447 0.396 1.342
C -5.601 1.323 2.111
O -6.047 2.125 2.893
H -0.374 0.830 1.268
H -1.302 3.041 1.758
H -3.739 3.273 2.212
H -6.529 -1.529 0.494
H -7.448 0.691 1.077
C 3.372 2.368 0.363
C 2.869 3.778 0.627
C 3.645 4.569 1.651
O 2.653 5.491 2.132
C 1.441 4.897 1.980
O 0.428 5.315 2.438
O 1.555 3.774 1.234
H 3.720 2.270 -0.664
H 4.209 2.109 1.012
H 2.580 1.638 0.520
H 2.783 4.335 -0.309
H 4.493 5.106 1.232
H 3.979 3.955 2.490
C -1.055 -4.440 0.045
C -0.430 -4.960 -1.238
C 0.688 -5.954 -1.063
O 1.444 -5.770 -2.278
C 1.252 -4.491 -2.681
O 1.873 -3.953 -3.540
O 0.257 -3.914 -1.967
H -2.101 -4.739 0.109
H -0.558 -4.833 0.933
H -1.019 -3.354 0.072
H -1.201 -5.355 -1.905
H 0.344 -6.982 -0.980
H 1.338 -5.725 -0.224
C 1.275 10.252 2.260
C 2.051 9.665 1.092
C 3.130 8.675 1.455
O 4.034 8.798 0.344
C 3.905 10.056 -0.148
O 4.632 10.546 -0.949
O 2.831 10.670 0.405
H 0.228 9.957 2.213
H 1.662 9.904 3.218
H 1.321 11.339 2.246
H 1.367 9.236 0.356
H 2.773 7.652 1.543
H 3.664 8.957 2.366
C 4.813 -9.651 -1.249
C 4.334 -8.267 -0.845
C 5.237 -7.508 0.098
O 4.311 -6.634 0.761
C 3.106 -7.245 0.754
O 2.158 -6.877 1.371
O 3.122 -8.327 -0.055
H 5.010 -9.691 -2.319
H 5.739 -9.924 -0.742
H 4.061 -10.403 -1.018
H 4.106 -7.665 -1.727
H 6.008 -6.932 -0.408
H 5.696 -8.155 0.849
C -3.424 -2.004 -4.300
C -4.393 -1.255 -3.398
C -5.117 -0.090 -4.030
O -5.402 0.740 -2.894
C -4.442 0.497 -1.968
O -4.266 1.136 -0.982
O -3.707 -0.584 -2.319
H -3.756 -3.030 -4.451
H -3.350 -1.543 -5.285
H -2.430 -2.033 -3.859
H -5.104 -1.947 -2.941
H -6.037 -0.373 -4.536
H -4.480 0.473 -4.716


88
Properties=species:S:1:pos:R:3 method="wB97M-V/def2-TZVPD" orbital_gap_ev="8.054 / 6.257" multiplicity=2 total_charge=+2 e_tot_ha=-3947.65943 homo_energy_ev="-13.4 / -13.8"
Pb -0.021 0.279 0.876
C 3.350 0.637 5.772
N 2.536 1.299 4.714
C 1.677 2.310 4.945
C 0.933 2.462 3.825
N 1.273 1.491 2.913
C 2.268 0.821 3.471
P 3.256 -0.479 2.709
C 3.283 0.131 0.990
N 2.215 0.316 0.180
C 2.666 0.826 -0.966
C 4.022 1.031 -0.854
N 4.396 0.614 0.359
C 5.741 0.768 1.010
C 2.098 -1.835 2.434
N 0.869 -1.783 1.898
C 0.472 -3.076 1.780
C 1.391 -3.898 2.359
N 2.368 -3.095 2.762
C 3.492 -3.610 3.499
H 2.698 0.660 6.628
H 3.702 -0.350 5.480
H 4.153 1.340 6.014
H 1.743 2.975 5.830
H 0.290 3.268 3.551
H 1.933 1.006 -1.729
H 4.723 1.574 -1.470
H 5.999 1.763 0.802
H 5.586 0.727 2.091
H 6.423 0.026 0.620
H -0.487 -3.217 1.360
H 1.462 -4.901 2.621
H 3.682 -3.103 4.395
H 3.222 -4.616 3.760
H 4.356 -3.568 2.949
O -0.319 1.701 -0.953
S -1.627 1.253 -1.641
C -1.083 0.650 -3.257
C -2.049 -0.235 -4.031
C -2.370 -1.564 -3.323
C -1.166 -2.480 -3.055
S -0.528 -2.599 -1.432
O 0.171 -1.239 -1.196
C 0.728 -3.724 -1.909
C 1.980 -3.321 -1.760
C 3.036 -4.222 -2.001
C 2.746 -5.377 -2.664
C 1.411 -5.768 -2.858
C 0.393 -5.021 -2.361
C -2.432 2.814 -1.991
C -1.728 3.771 -2.647
C -2.150 5.113 -2.651
C -3.356 5.433 -2.078
C -4.137 4.415 -1.491
C -3.713 3.063 -1.412
H -0.129 0.155 -3.084
H -0.907 1.626 -3.814
H -1.525 -0.385 -4.983
H -2.909 0.379 -4.131
H -3.045 -2.198 -3.928
H -2.973 -1.468 -2.459
H -0.399 -2.210 -3.783
H -1.495 -3.454 -3.326
H 2.229 -2.382 -1.258
H 4.068 -4.003 -1.831
H 3.482 -6.102 -3.012
H 1.251 -6.743 -3.365
H -0.630 -5.429 -2.434
H -0.704 3.491 -2.980
H -1.580 5.912 -3.094
H -3.713 6.425 -1.863
H -4.992 4.786 -1.014
H -4.077 1.463 0.016
B -6.262 2.700 -2.271
C -5.703 1.888 -1.095
N -4.491 2.059 -0.785
H -6.299 1.127 -0.588
H -6.179 2.410 -3.392
H -6.769 3.705 -1.949
N -3.015 -1.509 0.171
C -2.071 -0.902 0.457
F -1.732 1.481 2.809
Sb -3.273 2.492 2.513
F -3.805 0.963 1.474
F -2.335 2.994 0.986
F -4.802 3.413 1.848
F -2.520 4.021 3.328
F -4.273 1.841 3.971


Q: What is the multiplicity in the second record?
A: 2


Q: The lowest multiplicity belongs to which entry?
A: C30H35NO19


Q: Look up the multiplicity of the second one.
A: 2


Q: What is the multiplicity in the second record?
A: 2